Entry 1:
# C3H3BrO2

C3H3BrO2 as an isolated structure in a non-equilibrium geometry (wB97M-V/def2-TZVPD, the Open Molecules 2025 dataset).

* HOMO-LUMO gap: 7.76 eV
* max |F|: 4.9 eV/Å
* 2S+1: 1

Last column: Löwdin charge in e.
Atoms and positions in Å:
Br (-2.493, 0.139, 0.294)  0.177
O (0.329, 1.006, -0.917)  0.108
O (-0.005, -2.392, 0.315)  0.092
C (-0.072, -1.406, -0.371)  -0.342
C (0.075, -0.004, -0.188)  -0.385
C (0.713, 1.153, 0.451)  -0.014
H (-0.409, -1.449, -1.490)  0.157
H (1.720, 1.308, 0.714)  0.110
H (0.142, 1.645, 1.193)  0.097

Entry 2:
# C3H3BrO2

C3H3BrO2 as an isolated structure in a non-equilibrium geometry (wB97M-V/def2-TZVPD, the Open Molecules 2025 dataset).

* HOMO-LUMO gap: 10.76 eV
* max |F|: 4.9 eV/Å
* 2S+1: 1

Last column: Löwdin charge in e.
Atoms and positions in Å:
Br (-0.266, -2.767, 0.199)  0.843
O (0.225, -0.336, -1.214)  -0.060
O (0.476, 1.817, -0.579)  0.048
C (-0.409, -0.136, 1.389)  -0.003
C (-0.214, -0.957, 0.397)  -0.656
C (0.473, 0.921, -1.370)  -0.463
H (0.701, 1.068, -2.451)  0.146
H (-0.311, 0.928, 1.275)  0.066
H (-0.673, -0.539, 2.354)  0.078

Entry 3:
# C3H3BrS

A 2-piece molecular cluster, C3H3BrS overall in a non-equilibrium geometry (wB97M-V/def2-TZVPD, the Open Molecules 2025 dataset).

* HOMO-LUMO gap (spin up / spin down): 5.36 / 5.36 eV
* max |F|: 2.4 eV/Å
* 2S+1: 1

Last column: Löwdin charge in e.
Atoms and positions in Å:
Br (-5.059, -0.583, -0.077)  -0.011
S (-4.296, 1.448, 0.130)  -0.077
C (-0.205, 0.525, 0.063)  -0.092
C (-1.553, -0.017, -0.101)  -0.065
C (-0.741, -0.988, 0.162)  0.000
H (-0.454, -1.941, 0.595)  0.097
H (0.405, 0.580, -0.835)  0.079
H (0.155, 1.016, 0.917)  0.068

Entry 4:
# C3H3CaO3

C3H3CaO3 as an isolated structure in a non-equilibrium geometry (wB97M-V/def2-TZVPD, the Open Molecules 2025 dataset).

* HOMO-LUMO gap (spin up / spin down): 5.94 / 5.65 eV
* max |F|: 2.9 eV/Å
* 2S+1: 2
* <S²>: 0.750

Last column: Mulliken spin population.
Atoms and positions in Å:
Ca (-1.305, -2.465, 0.550)  1.110
O (1.589, 1.432, 1.222)  0.001
O (0.597, 0.888, -1.524)  0.002
O (-0.120, -1.048, -0.560)  -0.095
C (-0.236, 1.571, -0.335)  -0.006
C (-0.069, 0.161, -0.711)  -0.014
C (0.600, 2.190, 0.756)  0.005
H (-1.072, 2.132, -0.764)  -0.003
H (0.877, 3.211, 0.385)  0.000
H (-0.324, 2.331, 1.435)  0.000

Entry 5:
# C3H3Cl2F

The molecule C3H3Cl2F in a non-equilibrium geometry (wB97M-V/def2-TZVPD, the Open Molecules 2025 dataset).

* HOMO-LUMO gap: 11.47 eV
* max |F|: 2.9 eV/Å
* 2S+1: 1
* structure (SMILES): C=CC(F)(Cl)Cl

Last column: Löwdin charge in e.
Atoms and positions in Å:
Cl (-0.778, 2.076, -0.194)  0.645
Cl (-2.406, -0.236, -0.505)  0.649
F (-1.168, 0.349, 1.637)  -0.041
C (0.169, -0.554, 0.058)  -0.217
C (-0.955, 0.377, 0.308)  -1.266
C (1.388, -0.242, -0.407)  0.048
H (-0.058, -1.517, 0.388)  0.086
H (1.680, 0.729, -0.753)  0.047
H (2.128, -0.982, -0.532)  0.049

Entry 6:
# C3H3Cl2F

The molecule C3H3Cl2F in a non-equilibrium geometry (wB97M-V/def2-TZVPD, the Open Molecules 2025 dataset).

* HOMO-LUMO gap: 10.72 eV
* max |F|: 5.3 eV/Å
* 2S+1: 1
* structure (SMILES): C=C(F)C(Cl)Cl

Last column: Löwdin charge in e.
Atoms and positions in Å:
Cl (1.354, -1.239, 0.115)  0.609
Cl (0.753, 1.543, -0.117)  0.552
F (-1.246, 0.118, 1.276)  0.018
C (-1.121, -0.245, -0.010)  -0.564
C (-2.278, -0.420, -0.662)  0.111
C (0.174, -0.146, -0.600)  -0.998
H (-3.269, -0.301, -0.380)  0.048
H (-2.088, -0.903, -1.709)  0.111
H (0.088, -0.149, -1.746)  0.114

In kcal per mole, the relative energy (zero: lowest compared OMol25 entry of this formula, charge and spin) values for the records above are, in order, 76.32 34.15 122.97 95.86 3.36 16.84.